A molecular structure, C26H18F5N4O3PPdS, computed with ωB97M-V/def2-TZVPD.

Calculated values
Charge: -2
LUMO (eV): 4.39
HOMO-LUMO gap (eV): 5.290
Total energy (hartree): -2813.1353
Energy relative to the best compared isomer or geometry (same formula, charge and spin) (kJ/mol): 6.52
HOMO (eV): -0.8962

Geometry as XYZ:
```
59
Properties=species:S:1:pos:R:3:forces:R:3
Pd 0.2247 -0.3245 -2.1110 -0.48 -0.03 -0.25
O 2.2236 -2.6921 -1.9449 0.03 -0.03 -0.03
S 3.4824 -2.0085 -1.6981 -0.07 -0.01 0.02
O 4.6624 -2.8494 -1.8841 -0.01 -0.01 -0.02
O 3.6017 -0.6925 -2.3012 0.03 0.02 0.07
C 3.4556 -1.6955 0.0894 -0.01 0.02 -0.01
C 4.5820 -2.1069 0.8018 0.03 0.02 0.00
C 4.6757 -1.9313 2.1712 0.00 0.00 -0.02
C 3.6249 -1.3361 2.8547 -0.01 0.00 0.00
C 2.5081 -0.9245 2.1481 0.00 0.03 0.00
C 2.3903 -1.0864 0.7631 -0.05 0.01 0.08
P 0.8158 -0.4520 -0.0546 0.48 -0.15 0.40
C -0.4146 -1.4336 0.9150 -0.01 -0.05 -0.03
C -1.7588 -1.0671 0.7966 -0.01 0.01 0.04
C -2.7651 -1.8024 1.4003 0.01 0.01 0.01
C -2.4522 -2.9538 2.1134 0.00 0.00 -0.01
C -1.1280 -3.3521 2.2089 0.00 0.00 0.00
C -0.1192 -2.5982 1.6197 -0.01 0.00 0.00
C 0.7936 1.1442 0.8995 0.02 0.01 -0.02
C -0.0923 1.5093 1.9089 0.01 -0.02 -0.01
C -0.0657 2.7898 2.4562 0.01 0.00 0.00
C 0.8632 3.7214 2.0164 -0.01 0.01 0.00
C 1.7664 3.3622 1.0181 -0.03 0.00 -0.04
C 1.7214 2.0961 0.4618 0.01 0.01 0.00
H 5.3791 -2.5743 0.2402 -0.01 -0.01 -0.01
H 5.5644 -2.2597 2.6995 -0.01 0.00 0.01
H 3.6688 -1.1930 3.9290 0.01 0.00 0.00
H 1.6909 -0.4675 2.6938 -0.01 0.02 0.00
H -2.0170 -0.2137 0.1775 0.01 -0.01 0.00
H -3.7986 -1.4988 1.2780 0.00 -0.01 0.00
H -3.2389 -3.5496 2.5614 0.00 0.00 0.00
H -0.8724 -4.2662 2.7331 0.00 0.00 0.00
H 0.9063 -2.9363 1.6897 -0.01 -0.01 0.00
H -0.8203 0.7933 2.2710 0.01 0.00 0.01
H -0.7700 3.0523 3.2387 0.00 0.00 0.00
H 0.8897 4.7164 2.4477 0.00 -0.01 0.00
H 2.4913 4.0813 0.6541 0.00 0.00 0.01
H 2.3936 1.8299 -0.3493 0.00 0.00 0.00
F -1.4921 -3.0145 -1.8188 0.01 -0.04 0.01
C -2.3376 -2.0167 -2.1679 -0.11 0.08 -0.11
C -1.8528 -0.8235 -2.6792 0.21 -0.01 0.11
C -2.8411 0.0822 -2.9957 0.04 0.09 -0.07
F -2.5198 1.2977 -3.5448 -0.03 -0.07 0.04
C -4.1972 -0.1169 -2.7901 -0.02 0.03 -0.04
F -5.1230 0.8267 -3.1028 0.02 -0.03 0.01
C -4.6205 -1.3179 -2.2569 -0.03 0.00 0.01
F -5.9385 -1.5502 -2.0460 0.00 0.00 0.00
C -3.6791 -2.2835 -1.9505 0.00 -0.02 -0.02
F -4.1059 -3.4591 -1.4328 0.00 -0.02 0.01
N -1.0838 2.4868 -1.1743 -0.14 0.39 -0.06
C -0.6196 3.6656 -1.5779 0.02 -0.07 0.11
N -1.1514 4.7873 -0.9593 -0.01 0.03 0.02
N 0.2973 3.8628 -2.4974 -0.02 -0.05 -0.05
C 0.6877 2.7334 -3.0949 -0.10 -0.07 0.24
N 0.9846 1.6996 -3.5195 0.19 0.11 -0.36
H -1.9248 2.4441 -0.6274 0.04 0.00 0.06
H -0.6928 1.5959 -1.5254 0.00 -0.21 -0.09
H -1.2462 4.6661 0.0394 0.00 0.00 0.00
H -0.6064 5.6038 -1.1915 0.00 0.01 0.00
```
Forces are in eV/Å.

Atom charges from the natural (NBO) analysis, given in e for atoms 1 to 6: atom 1 (Pd): 0.139, atom 2 (O): -1.003, atom 3 (S): 2.416, atom 4 (O): -1.041, atom 5 (O): -1.003, atom 6 (C): -0.289